# 1
Entry from OMol25: a molecular structure, C24H25N9O4PdS (wB97M-V/def2-TZVPD).

The geometry in XYZ format:
```
64
Properties=species:S:1:pos:R:3:forces:R:3:mulliken_charge:R:1
Pd -0.725683 -1.189700 -0.346352 -0.198 -0.189 0.384 1.08
S 4.314271 6.494044 -1.188918 0.248 0.012 0.032 1.17
O 4.702997 5.387261 -0.336149 -0.060 0.016 -0.013 -0.67
O 4.717791 6.360244 -2.579330 -0.059 0.002 0.048 -0.67
O 4.481701 7.807199 -0.612180 -0.059 -0.016 -0.005 -0.67
O -2.538730 -0.799997 -0.994986 -0.104 0.225 -0.630 -0.66
N 1.305446 -2.414535 3.313839 -0.002 0.076 -0.035 0.08
N -1.315158 -3.201054 -0.311500 0.164 -0.117 0.699 0.07
N 2.052795 5.047287 -1.235389 0.139 0.211 -0.025 -0.35
N -2.708418 -4.822235 0.169797 0.016 -0.057 -0.024 -0.06
N 1.766177 7.336271 -1.736645 0.106 -0.110 0.041 -0.47
N 2.410717 -0.319324 2.838931 -0.029 -0.073 -0.057 0.10
N -0.239807 0.715205 -0.917033 -0.320 0.357 0.497 -0.02
N 0.839330 -1.243687 1.211839 0.300 -0.572 -0.726 0.92
N 3.020834 -2.307742 1.598200 -0.048 0.095 0.034 0.06
C 0.290859 -2.075579 2.336891 0.061 0.136 0.167 -0.64
C 2.402308 -3.121196 2.648842 0.017 0.008 -0.009 -0.73
C -4.851898 -3.598590 -1.373294 0.013 0.008 0.026 -0.58
C 0.774271 4.826451 -1.503450 -0.024 -0.158 0.057 0.37
C 1.392495 -0.000350 1.858817 -0.122 0.024 0.147 -0.84
C -4.542537 -0.970172 -2.175041 -0.029 0.045 0.025 -0.51
C -0.608486 -4.285880 0.199437 -0.050 0.041 -0.241 -0.78
C -1.458691 -5.286672 0.504162 -0.035 -0.043 -0.012 -0.57
C -0.079965 5.832191 -1.912422 -0.036 0.035 0.001 -0.73
C -0.944245 2.966320 -1.257775 -0.044 -0.013 -0.052 -0.79
C 3.503609 -1.055300 2.198001 -0.059 -0.001 0.002 -0.76
C -1.215034 1.627869 -1.047237 0.206 0.106 0.105 -0.61
C -3.536664 -1.559385 -1.384464 0.091 0.082 0.008 0.53
C 1.834284 -1.169214 3.877218 -0.011 0.017 0.056 -0.74
C 1.030951 1.135190 -1.021796 -0.008 -0.176 -0.367 -1.12
C -3.689508 -2.899063 -1.007723 -0.033 -0.065 0.094 0.13
C 1.376968 2.446340 -1.216745 0.038 0.006 -0.070 -0.23
C 2.517260 6.287822 -1.372047 -0.313 -0.096 -0.135 0.05
C 0.370674 3.404202 -1.329512 0.028 0.101 -0.015 1.21
C -2.598235 -3.579404 -0.344903 0.083 0.049 -0.213 0.29
C -5.672379 -1.669565 -2.518758 -0.011 -0.067 -0.003 -0.51
C -5.843633 -2.997602 -2.107716 -0.002 0.058 -0.009 -0.84
C 0.492809 7.096033 -2.001150 0.018 0.052 0.020 -0.28
C 2.015031 -1.970377 0.613638 0.189 0.094 0.283 -0.42
H -1.292618 -6.268826 0.908904 0.002 0.011 -0.028 0.46
H 3.159553 -3.374002 3.390766 0.005 -0.009 0.002 0.35
H -6.430384 -1.192751 -3.126803 -0.013 0.007 0.028 0.39
H 1.026747 -0.631880 4.376566 -0.004 0.001 0.010 0.36
H -0.149981 -2.977336 1.934121 0.025 -0.037 0.030 0.19
H 4.259741 -1.287025 2.947552 0.012 0.005 -0.006 0.36
H 1.812410 0.649332 1.102133 0.076 0.014 -0.032 0.28
H -2.223373 1.256563 -0.967077 -0.032 -0.033 0.037 0.49
H -0.105807 7.949928 -2.303384 0.007 -0.005 -0.002 0.42
H 1.664316 -2.867475 0.115697 -0.026 -0.033 -0.008 0.00
H -4.400688 0.057016 -2.484619 -0.004 -0.013 -0.003 0.46
H 0.568093 0.518322 2.349720 -0.047 0.008 -0.055 0.35
H -0.488537 -1.489421 2.826013 -0.056 0.009 -0.066 0.33
H -1.118881 5.666463 -2.162421 0.018 0.006 0.011 0.31
H -3.571957 -5.324188 0.275634 -0.003 -0.001 -0.032 0.22
H 2.411628 2.759225 -1.276220 -0.008 -0.014 -0.003 0.64
H -1.770815 3.658710 -1.337400 -0.001 -0.015 0.006 0.34
H -6.731446 -3.549360 -2.382046 0.009 0.000 -0.016 0.40
H 2.468055 -1.321736 -0.134376 -0.029 0.011 -0.044 0.16
H 3.957291 -0.434570 1.424053 -0.009 -0.001 -0.004 0.36
H 0.462168 -4.305804 0.252385 -0.005 0.022 0.074 0.64
H 2.604510 -1.406753 4.610908 0.000 0.002 0.012 0.37
H -4.969465 -4.641112 -1.101922 0.005 0.000 -0.013 0.26
H 2.023090 -4.047751 2.213009 -0.008 0.002 -0.012 0.35
H 1.791843 0.371126 -0.988289 0.024 -0.039 0.031 0.73
```
Positions in Å, forces in eV/Å.

Properties
Energy above the lowest of the compared OMol25 structures with the same formula, charge and spin in kcal per mole: 0.0
Max |F| in eV/Å: 1.0
LUMO energy in eV: -1.51
Charge: 0
HOMO energy in eV: -7.138

# 2
Entry from OMol25: C14H4F22N4 in the gas phase (wB97M-V/def2-TZVPD).

The geometry in XYZ format:
```
44
Properties=species:S:1:pos:R:3:forces:R:3:mulliken_charge:R:1
F -0.921080 2.402901 1.081319 0.168 0.003 -0.139 -0.28
F -0.469857 -2.093873 -4.156321 0.054 -0.010 0.020 -0.29
F -0.569958 3.570929 3.320227 0.391 -0.102 -0.283 -0.28
F -1.324119 5.235331 1.104622 0.285 -0.118 -0.215 -0.24
F 2.828385 0.926558 1.201837 0.316 0.030 0.073 -0.34
F -2.217674 -2.252831 -1.359763 0.089 -0.003 -0.124 -0.32
F 1.108580 2.828451 0.340255 0.101 0.017 -0.046 -0.26
F 2.060350 0.639549 4.187128 0.068 0.156 -0.172 -0.35
F -5.080563 -2.694184 -2.592600 0.147 0.362 -0.036 -0.23
F 1.029415 4.842858 2.533610 -0.096 -0.267 0.125 -0.32
F 0.081951 0.947987 3.315377 0.260 -0.056 0.128 -0.27
F -2.748775 -3.974755 -2.598295 0.128 0.365 -0.028 -0.30
F 0.528318 5.374112 -0.056146 -0.345 -0.138 0.189 -0.24
F -1.118432 4.148468 -0.774381 0.307 0.340 0.497 -0.24
F 2.801879 3.022983 2.540554 0.073 -0.045 0.019 -0.26
F -2.438722 -0.616848 -3.630287 -0.238 -0.247 0.056 -0.26
F -5.190014 -0.975237 -3.928095 0.258 -0.274 0.516 -0.25
F -4.424001 -0.725557 -1.905879 -0.117 -0.337 -0.221 -0.22
F -0.489309 -4.163814 -3.491239 -0.090 0.187 -0.017 -0.30
F 1.710501 3.051698 4.417233 -0.012 0.017 -0.065 -0.32
F -3.168573 -2.405012 -4.708565 0.072 0.182 0.052 -0.30
F 0.747775 0.333589 1.016569 -0.036 -0.038 -0.092 -0.33
N 1.164130 -3.215309 -0.012140 -0.477 -0.128 -0.400 -0.49
N 1.063698 -1.517441 -2.124006 0.348 0.168 0.397 -0.25
N 0.312505 -3.452960 -0.984608 0.353 -0.013 0.482 -0.17
N 1.918232 -1.275783 -1.151051 -0.335 -0.158 -0.450 -0.25
C 2.161576 -1.119611 2.174878 0.162 0.203 -0.124 -1.04
C 1.643912 2.686859 3.116844 -0.264 0.118 0.414 0.55
C 1.818187 0.327707 1.858250 -0.151 -0.639 -0.180 1.03
C -2.184424 -2.751995 -2.621443 -0.169 -0.173 0.276 0.51
C 1.921130 -2.125033 -0.124920 0.333 0.248 0.153 0.64
C 0.082805 3.299151 1.054143 -0.734 0.389 0.277 0.63
C 1.409979 1.144027 3.114721 -0.304 0.049 0.150 0.47
C 2.847044 -1.831816 1.010840 -0.109 -0.432 0.043 -0.88
C -0.693324 -2.882509 -3.096803 0.283 -0.523 0.031 1.15
C 0.301204 -2.585570 -1.981214 -0.239 0.144 -0.412 0.03
C -4.473439 -1.560814 -2.947321 -0.188 0.407 -0.353 0.61
C -3.038297 -1.817962 -3.502420 -0.256 -0.093 -0.145 0.63
C 0.511363 3.583018 2.519078 0.145 0.552 -0.086 0.66
C -0.464317 4.571479 0.328797 -0.200 -0.313 -0.567 0.61
H 1.234560 -1.624398 2.426987 -0.164 -0.097 0.124 0.47
H 3.722030 -1.308015 0.652482 0.060 0.333 -0.073 0.39
H 2.816102 -1.180759 3.033634 0.094 0.142 0.171 0.47
H 3.189266 -2.785570 1.398111 0.030 -0.206 0.039 0.43
```
Positions in Å, forces in eV/Å.

Properties
Max |F| in eV/Å: 0.9
LUMO energy in eV: -1.48
Charge: 0
HOMO energy in eV: -10.280

# 3
Entry from OMol25: 2 unconnected molecules or ions with the total composition C3H8F2NP at a distorted geometry (wB97M-V/def2-TZVPD).

The geometry in XYZ format:
```
15
Properties=species:S:1:pos:R:3:forces:R:3:mulliken_charge:R:1
P 3.796973 -0.164822 -0.482063 2.807 0.242 1.194 0.42
F 3.836556 -1.211709 0.754313 0.273 0.298 -0.460 -0.25
F 4.242696 1.187475 0.370906 -1.146 -1.409 -0.929 -0.27
N -0.332585 -0.249163 -0.264811 -0.482 0.699 0.541 -0.31
C -1.941437 1.417242 0.428706 2.345 0.084 -0.805 -1.20
C -0.172943 -1.478420 -0.206100 4.444 -0.612 -0.370 -0.23
C -1.785428 0.093683 -0.221599 1.121 -1.509 -1.290 -0.22
H -1.002330 -2.080788 -0.125747 -1.627 -2.104 0.316 0.31
H 0.898638 -1.945487 -0.287720 -2.061 0.792 0.185 0.05
H -2.784094 1.904093 0.125488 -2.514 1.312 -0.733 0.39
H -1.918650 0.046950 -1.339703 -0.956 0.805 1.045 0.23
H -1.087344 1.967214 0.002536 -0.322 0.286 0.393 0.31
H -2.337460 -0.768983 0.209863 -0.019 0.695 -0.081 0.37
H 2.453880 -0.198105 -0.454518 -1.970 0.909 0.195 0.10
H -1.866474 1.480819 1.490452 0.107 -0.488 0.799 0.31
```
Positions in Å, forces in eV/Å.

Properties
Energy above the lowest of the compared OMol25 structures with the same formula, charge and spin in kcal per mole: 0.0
Max |F| in eV/Å: 4.5
LUMO energy in eV: 0.75
Charge: 0
HOMO energy in eV: -10.126

# 4
Entry from OMol25: 2 unconnected molecules or ions with the total composition C4H13N2O2 at a distorted geometry (wB97M-V/def2-TZVPD).

The geometry in XYZ format:
```
21
Properties=species:S:1:pos:R:3:forces:R:3:mulliken_charge:R:1
O -0.262418 -2.623877 0.941989 -0.027 0.320 -0.196 -0.49
O 1.054079 -1.050242 -2.169821 -0.151 0.237 -0.274 -0.65
N -1.001151 -0.379878 -0.543206 0.126 -1.340 1.106 -0.16
N -1.124649 2.285444 -0.401307 -0.245 -1.022 -0.367 -0.59
C -0.087872 1.712962 0.443889 -0.220 0.565 0.572 -0.61
C 1.013114 -0.598267 0.958065 1.497 0.256 0.457 -0.64
C 0.595073 -1.948390 1.461969 0.029 -1.064 0.368 0.04
C -0.239476 0.180809 0.644119 -1.421 1.268 0.403 -0.25
H -0.997459 0.082806 1.468654 0.795 -0.170 -0.536 0.40
H -2.046259 2.328379 0.008672 0.121 0.428 0.254 0.22
H -0.890881 3.138446 -0.879626 0.073 0.065 0.132 0.20
H 0.872105 1.957892 0.004198 0.200 -0.021 -0.028 0.45
H 0.925395 -0.592903 -3.014065 0.332 -0.292 -0.001 0.31
H 1.424422 -1.921402 -2.358722 -0.067 0.061 -0.155 0.31
H -0.394907 -0.652151 -1.358252 -0.200 0.534 0.403 0.28
H -1.408762 -1.269049 -0.205318 0.230 0.209 -0.270 0.43
H -0.150360 2.160389 1.453829 0.500 -0.263 -0.287 0.30
H 1.028062 -2.313468 2.418792 0.174 0.189 -0.346 0.38
H 1.725505 -0.198760 1.729700 -1.304 0.394 -0.322 0.38
H -1.744960 0.295585 -0.705613 0.162 0.186 -0.853 0.38
H 1.711399 -0.594324 0.102052 -0.605 -0.541 -0.060 0.33
```
Positions in Å, forces in eV/Å.

Properties
Energy above the lowest of the compared OMol25 structures with the same formula, charge and spin in kcal per mole: 44.3
Max |F| in eV/Å: 1.9
LUMO energy in eV: -2.90
Charge: +1
HOMO energy in eV: -13.626

> Look up the HOMO energy of the fourth one.

-13.626 eV